Run a
15
Properties=species:S:1:pos:R:3 method="wB97M-V/def2-TZVPD" mol_weight_da=89.1 e_homo_ev=-3.92 gap_ev=8.02 spin_multiplicity=1 total_charge=-1
C -0.20 -1.65 0.80
C 1.34 -1.69 0.65
O 1.84 -1.15 -0.39
O 1.90 -1.75 1.76
H -0.93 -1.54 -0.08
H -0.34 -0.81 1.55
H -0.61 -2.58 1.17
C 0.04 0.95 -1.15
C -0.92 1.88 -0.27
H -0.07 -0.08 -1.01
H 0.23 1.42 -2.13
H 0.98 0.79 -0.65
H -0.34 2.72 -0.15
H -1.05 1.55 0.72
H -1.88 1.92 -0.82



Run b
15
Properties=species:S:1:pos:R:3 method="wB97M-V/def2-TZVPD" mol_weight_da=89.1 e_homo_ev=-3.75 gap_ev=7.12 spin_multiplicity=1 total_charge=-1
C 0.72 0.48 -1.18
C 1.21 1.05 -2.51
H 1.43 0.59 -0.37
H -0.12 1.11 -0.87
H 0.35 -0.55 -1.19
H 1.76 1.98 -2.32
H 0.38 1.33 -3.16
H 1.92 0.43 -3.05
C -1.28 -0.36 1.77
C -0.93 -1.65 2.56
O -0.08 -1.50 3.46
O -1.53 -2.69 2.19
H -1.88 -0.64 0.90
H -0.33 0.00 1.34
H -1.63 0.42 2.43



run b comes first in stability; the runner-up is 132.2 kJ/mol higher.



Run a
15
Properties=species:S:1:pos:R:3 method="wB97M-V/def2-TZVPD" mol_weight_da=89.1 e_homo_ev=-2.77 gap_ev=6.99 spin_multiplicity=1 total_charge=-1
C -1.49 -0.36 -2.31
C -0.36 -0.75 -1.64
O -0.27 -1.55 -0.64
H -1.47 0.33 -3.14
H -2.44 -0.82 -2.07
H 0.60 -0.45 -2.11
H 1.11 -0.83 0.00
C 1.16 0.76 1.13
O 1.81 -0.31 0.50
C -0.12 0.37 1.87
H 0.95 1.59 0.43
H 1.87 1.18 1.85
H -0.34 1.08 2.67
H -0.03 -0.64 2.25
H -0.99 0.39 1.21



Run b
15
Properties=species:S:1:pos:R:3 method="wB97M-V/def2-TZVPD" mol_weight_da=89.1 e_homo_ev=-3.84 gap_ev=7.77 spin_multiplicity=1 total_charge=-1
C -2.44 0.03 1.50
C -1.71 1.35 0.96
O -1.40 1.34 -0.27
O -1.48 2.24 1.79
H -2.70 0.21 2.53
H -1.61 -0.65 1.27
H -3.26 -0.15 0.81
C 1.14 -0.32 -1.45
C 2.47 -0.75 -0.75
H 0.79 -1.22 -1.93
H 0.46 -0.07 -0.63
H 1.26 0.60 -2.01
H 2.39 -0.61 0.33
H 3.34 -0.21 -1.14
H 2.76 -1.78 -1.01



Run c
15
Properties=species:S:1:pos:R:3 method="wB97M-V/def2-TZVPD" mol_weight_da=89.1 e_homo_ev=-3.92 gap_ev=8.30 spin_multiplicity=1 total_charge=-1
O 0.68 1.06 0.31
C 1.50 0.39 -0.37
O 1.63 -0.85 -0.40
C 2.44 1.19 -1.31
H 3.43 0.74 -1.26
H 2.03 1.20 -2.32
H 2.50 2.24 -1.01
C -1.94 -0.51 1.50
C -1.61 -0.99 0.10
H -2.44 -1.29 2.09
H -2.57 0.38 1.46
H -1.03 -0.26 2.04
H -2.50 -1.22 -0.50
H -1.11 -0.17 -0.42
H -1.00 -1.89 0.09



Run d
15
Properties=species:S:1:pos:R:3 method="wB97M-V/def2-TZVPD" mol_weight_da=89.1 e_homo_ev=-3.19 gap_ev=7.63 spin_multiplicity=1 total_charge=-1
C 0.18 -1.77 -0.58
O -0.30 -2.20 0.62
C 0.67 -0.31 -0.46
C -0.50 0.54 0.13
C -0.02 1.96 0.57
O -1.15 -0.11 1.16
H -0.62 -1.74 -1.43
H 0.96 -2.44 -0.97
H 1.48 -0.32 0.28
H 0.87 0.08 -1.48
H -1.13 0.68 -0.78
H 0.94 1.79 1.12
H -0.85 2.48 1.06
H 0.28 2.48 -0.34
H -0.81 -1.14 1.10



run c comes first in stability; the runner-up is 48.0 kJ/mol higher.



Run a
11
Properties=species:S:1:pos:R:3 method="wB97M-V/def2-TZVPD" mol_weight_da=74.1 e_homo_ev=-9.20 gap_ev=9.87 spin_multiplicity=1 smiles="CNNC=O"
C -1.43 -0.40 -0.21
N -0.47 0.58 0.48
N 0.77 0.84 -0.25
C 1.61 -0.11 -0.13
O 1.09 -1.21 0.23
H -1.87 0.08 -1.33
H -2.32 -0.64 0.43
H -1.04 -1.38 -0.57
H -0.32 0.31 1.64
H 1.20 1.99 0.05
H 2.75 -0.06 -0.34



Run b
11
Properties=species:S:1:pos:R:3 method="wB97M-V/def2-TZVPD" mol_weight_da=74.1 e_homo_ev=-9.81 gap_ev=10.60 spin_multiplicity=1 smiles="CNC(N)=O"
C 0.07 -1.07 -1.32
N 0.18 0.17 -0.50
C -0.47 0.30 0.67
N 0.08 1.27 1.52
O -1.51 -0.29 0.90
H 0.79 -1.87 -1.11
H -0.90 -1.50 -1.09
H 0.12 -0.84 -2.42
H 1.25 0.42 -0.30
H 0.87 1.84 1.33
H -0.48 1.57 2.33



Run c
11
Properties=species:S:1:pos:R:3 method="wB97M-V/def2-TZVPD" mol_weight_da=74.1 e_homo_ev=-9.71 gap_ev=10.45 spin_multiplicity=1
N 1.30 0.08 -0.82
C 0.07 -0.69 -0.55
C -1.07 0.17 -0.03
N -1.26 0.70 1.13
O -0.19 0.66 1.99
H 1.21 0.76 -1.58
H 1.50 0.63 -0.01
H -0.32 -1.08 -1.51
H 0.32 -1.45 0.14
H -1.99 0.33 -0.62
H 0.41 -0.10 1.85



run b comes first in stability; the runner-up is 265.2 kJ/mol higher.



Run a
11
Properties=species:S:1:pos:R:3 method="wB97M-V/def2-TZVPD" mol_weight_da=74.1 e_homo_ev=-9.62 gap_ev=10.31 spin_multiplicity=1
N -1.80 -0.62 -0.27
C -1.03 0.28 0.52
C 0.17 0.92 -0.09
N 1.35 0.50 -0.25
O 1.66 -0.83 0.06
H -2.37 -0.21 -0.95
H -1.17 -1.25 -0.81
H -1.70 1.15 0.83
H -0.72 -0.36 1.38
H -0.04 1.93 -0.58
H 0.94 -1.05 0.71



Run b
11
Properties=species:S:1:pos:R:3 method="wB97M-V/def2-TZVPD" mol_weight_da=74.1 e_homo_ev=-9.51 gap_ev=10.35 spin_multiplicity=1 smiles="CNC(N)=O"
C -1.68 0.20 0.05
N -0.36 -0.37 -0.10
C 0.80 0.41 0.02
N 1.97 -0.35 0.07
O 0.80 1.63 -0.02
H -2.23 -0.27 0.90
H -1.60 1.28 0.21
H -2.26 0.11 -0.88
H -0.27 -1.36 -0.12
H 1.98 -1.36 0.01
H 2.85 0.10 -0.14



run b comes first in stability; the runner-up is 321.0 kJ/mol higher.



Run a
11
Properties=species:S:1:pos:R:3 method="wB97M-V/def2-TZVPD" mol_weight_da=74.1 e_homo_ev="-9.53 / -9.53" gap_ev="9.90 / 9.90" spin_multiplicity=1 smiles="C/N=[N+](/C)[O-]"
C -1.93 0.22 0.06
N -0.64 -0.37 -0.11
N 0.45 0.24 -0.02
C 1.80 -0.27 0.08
O 0.65 1.65 -0.07
H -2.16 0.98 -0.83
H -1.78 0.90 1.02
H -2.62 -0.52 0.05
H 2.58 0.42 -0.36
H 2.11 -0.52 1.05
H 1.84 -1.34 -0.38



Run b
11
Properties=species:S:1:pos:R:3 method="wB97M-V/def2-TZVPD" mol_weight_da=74.1 e_homo_ev=-9.18 gap_ev=10.02 spin_multiplicity=1 smiles="[H]/N=C/N(C)O"
H -1.25 -1.85 1.82
N -0.99 -1.55 0.86
C -0.43 -0.36 0.88
N -0.07 0.31 -0.30
C 0.69 -0.25 -1.32
O 0.59 1.62 0.03
H -0.43 0.25 1.84
H 0.28 -1.21 -1.64
H 0.82 0.44 -2.17
H 1.73 -0.43 -1.05
H -0.13 2.27 -0.32



run b comes first in stability; the runner-up is 165.9 kJ/mol higher.



Run a
19
Properties=species:S:1:pos:R:3 method="wB97M-V/def2-TZVPD" mol_weight_da=130.2 e_homo_ev=-18.77 gap_ev=9.47 spin_multiplicity=1 total_charge=+2 smiles="COC1=[NH+]C=[NH+][C@H]1NN"
C 2.37 0.54 1.53
O 1.90 -0.27 0.43
C 0.58 -0.31 0.19
N -0.39 0.42 0.84
C -1.58 -0.20 0.55
N -1.39 -1.34 -0.10
C -0.06 -1.21 -0.67
N -0.26 -0.11 -1.71
N -1.32 0.72 -1.53
H 2.13 1.57 1.34
H 3.35 0.15 1.51
H 1.74 0.40 2.53
H -0.30 1.29 1.24
H -2.52 0.13 0.96
H -2.20 -2.07 -0.24
H 0.37 -2.09 -1.00
H 0.70 0.12 -2.17
H -1.07 1.74 -1.55
H -2.05 0.50 -2.15



Run b
19
Properties=species:S:1:pos:R:3 method="wB97M-V/def2-TZVPD" mol_weight_da=130.2 e_homo_ev=-19.06 gap_ev=10.19 spin_multiplicity=1 total_charge=+2 smiles="[NH2+]=C1CCNC(=[NH2+])N1O"
N -0.49 -0.61 -2.37
C -0.27 -0.63 -1.13
C 0.38 -1.65 -0.42
C 0.24 -1.39 1.17
N 0.66 -0.02 1.54
C 0.24 0.98 0.83
N 0.25 2.29 1.16
N -0.57 0.70 -0.34
O -1.05 1.70 -1.09
H -0.69 -1.55 -2.78
H -0.82 0.27 -2.69
H 0.12 -2.71 -0.78
H 1.52 -1.64 -0.51
H -0.76 -1.53 1.53
H 0.86 -2.20 1.61
H 1.06 0.01 2.52
H 0.22 2.88 0.37
H 0.74 2.73 1.91
H -1.64 2.36 -0.51



Run c
19
Properties=species:S:1:pos:R:3 method="wB97M-V/def2-TZVPD" mol_weight_da=130.2 e_homo_ev=-17.07 gap_ev=9.64 spin_multiplicity=1 total_charge=+2 smiles="[NH+]#CCCN/C([NH3+])=N/O"
N 2.91 -1.76 -0.19
C 2.49 -0.69 -0.23
C 2.23 0.69 -0.18
C 0.93 1.01 0.78
N -0.27 1.05 0.05
C -1.20 0.04 -0.07
N -2.61 0.42 -0.49
N -0.95 -1.19 0.20
O -2.11 -1.95 0.23
H 2.93 -2.75 -0.48
H 3.16 1.17 0.05
H 1.91 1.00 -1.10
H 0.81 0.22 1.46
H 1.24 1.99 1.28
H -0.71 2.03 -0.27
H -2.90 1.32 -0.04
H -2.90 0.52 -1.54
H -3.18 -0.41 -0.16
H -1.77 -2.72 0.70



run b comes first in stability; the runner-up is 125.7 kJ/mol higher.



Run a
17
Properties=species:S:1:pos:R:3 method="wB97M-V/def2-TZVPD" mol_weight_da=110.2 e_homo_ev=-8.18 gap_ev=8.94 spin_multiplicity=1 smiles="C=C[C@H]1C[Si@@H]1C=C"
C 0.15 2.58 0.88
C 0.94 1.63 1.35
C 0.46 0.29 1.12
C -1.11 0.06 1.15
Si -0.23 -0.24 -0.58
C -0.02 -2.06 -1.08
C 0.41 -2.27 -2.34
H -0.88 2.35 0.50
H 0.42 3.63 0.90
H 1.86 1.76 1.92
H 0.86 -0.51 1.76
H -1.58 -0.81 1.53
H -1.85 0.89 1.26
H 0.09 0.60 -1.85
H -0.68 -2.72 -0.46
H 0.23 -3.25 -2.69
H 1.09 -1.66 -2.99



Run b
17
Properties=species:S:1:pos:R:3 method="wB97M-V/def2-TZVPD" mol_weight_da=110.2 e_homo_ev=-8.89 gap_ev=9.83 spin_multiplicity=1 smiles="C=C[SiH]1CC=CC1"
C -2.00 -2.09 -1.15
C -0.78 -1.51 -1.02
Si 0.01 -0.74 0.59
C -0.78 1.05 0.87
C 0.30 2.08 0.50
C 1.48 1.71 0.11
C 1.93 0.30 -0.16
H -2.28 -2.51 -2.20
H -2.71 -2.20 -0.40
H -0.09 -1.48 -1.86
H 0.34 -1.57 1.70
H -0.87 1.30 1.89
H -1.74 1.17 0.43
H -0.04 3.10 0.70
H 2.19 2.52 0.19
H 2.16 0.13 -1.21
H 2.84 0.16 0.50



run b comes first in stability; the runner-up is 96.1 kJ/mol higher.